No. 1
Below is 2 unconnected molecules or ions with the total composition C9H12F8N4O4P, with properties calculated with ωB97M-V with the def2-TZVPD basis set.

Computed properties:
Max |F|, eV Å⁻¹: 7.0
E_HOMO, eV: -12.5
Total energy, eV: -54694.2013
Frontier orbital gap, eV: 7.3
Net charge: +1

Last column: Löwdin charge in e.
Positions of all 38 atoms, in Å:
C: -0.2797 3.3781 0.7803  -0.25
P: 0.1408 2.6684 -0.9555  0.95
O: -0.4179 1.0455 -1.0107  -0.33
N: 1.9459 2.7034 -0.9701  -0.20
C: 2.4572 3.9570 -1.5253  0.00
C: 3.9678 3.7074 -1.3621  -0.20
N: 4.9180 4.7480 -1.7675  0.08
N: 4.1598 2.4065 -0.7719  0.18
C: 2.8970 1.7512 -0.5116  -0.18
O: 2.6131 0.4940 0.0867  0.00
N: 3.7135 -0.3639 -0.0760  0.06
O: 3.8080 -0.5657 -1.2460  0.13
H: 0.0992 4.4593 0.7696  0.05
H: -1.3814 3.2720 1.0416  0.06
H: 0.3953 2.7894 1.5119  0.06
H: -1.3707 1.1185 -0.7370  0.07
H: 1.8727 4.8435 -1.9288  0.14
H: 4.3178 5.5678 -1.9958  0.10
H: 5.3970 5.0518 -0.8914  0.11
H: 5.0673 1.9777 -0.5491  0.17
C: -0.9865 -2.8163 0.5784  -0.04
C: -1.7083 -1.9790 1.6552  -0.43
C: -2.4901 -2.7794 2.6998  -0.30
F: -3.4497 -3.5520 2.1654  0.10
F: -3.1162 -1.9382 3.5615  0.10
F: -2.4992 -1.0604 1.0403  0.11
F: -0.7480 -1.2591 2.3131  0.09
O: -1.6761 -2.9986 -0.6696  0.03
C: -2.6479 -4.0236 -0.7365  -0.50
C: -4.0758 -3.4862 -0.9097  -0.28
F: -4.4066 -2.6021 0.0550  0.09
F: -4.9787 -4.4929 -0.8432  0.11
F: -2.5120 -4.8349 0.3288  0.14
F: -2.3252 -4.7726 -1.8141  0.15
H: -0.0902 -2.2537 0.3018  0.14
H: -0.6043 -3.7611 0.9732  0.15
H: -1.8188 -3.4157 3.2846  0.18
H: -4.1871 -2.9842 -1.8752  0.18

---

No. 2
Below is a molecular structure, C9H12I2LuO4SY, with properties calculated with ωB97M-V with the def2-TZVPD basis set.

Computed properties:
Max |F|, eV Å⁻¹: 6.9
E_HOMO (spin up / spin down), eV: -23.1 / -23.1
Total energy, eV: -79371.8005
Frontier orbital gap (spin up / spin down), eV: 5.7 / 5.6
Net charge: +4

Last column: Löwdin charge in e.
Positions of all 30 atoms, in Å:
I: -3.4908 1.9871 1.7988  0.81
I: -3.6783 -2.0517 -1.1258  0.79
Lu: -1.2155 -2.1804 0.1321  0.80
Y: -1.0069 0.6955 2.2368  0.74
S: -0.2094 0.0827 -0.2051  0.50
C: 1.0821 2.0484 2.0964  -0.01
C: 0.3038 0.5566 4.3481  0.04
C: 0.5955 1.1068 -1.6117  -0.78
C: 0.1229 0.5310 -2.9370  -0.06
C: 2.0531 0.8035 -1.2973  -0.09
C: 0.2247 2.5715 -1.4391  -0.06
C: -0.0158 -4.2005 0.8147  0.02
C: 0.6808 -2.6816 -1.2560  -0.07
O: 0.9988 0.5145 5.2745  0.24
O: 2.0624 2.6447 1.9251  0.22
O: 0.6381 -5.1145 1.0912  0.24
O: 1.6617 -2.7960 -1.8600  0.22
H: 0.6634 1.0620 -3.7277  0.13
H: -0.9556 0.6587 -3.0920  0.10
H: 0.3415 -0.5391 -3.0208  0.07
H: 2.6906 1.2912 -2.0309  0.13
H: 2.2223 -0.2759 -1.3240  0.07
H: 2.3037 1.1574 -0.2945  0.07
H: 0.7503 3.1461 -2.2117  0.13
H: 0.5245 2.9634 -0.4618  0.07
H: -0.8520 2.7504 -1.5457  0.10
C: -1.8895 -1.5474 2.2300  -0.39
H: -2.5640 -0.8329 2.7007  -0.04
H: -1.4379 -2.1218 3.0316  0.05
H: -2.6047 -2.2297 1.7611  -0.04

---

No. 3
Below is 2 unconnected molecules or ions with the total composition C9H12I2O2Si, with properties calculated with ωB97M-V with the def2-TZVPD basis set.

Computed properties:
Max |F|, eV Å⁻¹: 4.3
Energy relative to the best compared isomer or geometry (same formula, charge and spin), eV: 4.9853
E_HOMO (spin up / spin down), eV: -7.4 / -6.1
Total energy, eV: -37698.3377
Frontier orbital gap (spin up / spin down), eV: 7.5 / 6.3
Net charge: 0

Last column: Löwdin charge in e.
Positions of all 26 atoms, in Å:
C: 3.2890 -2.0798 -1.4886  -0.08
C: 2.0989 -2.6693 -1.0547  -0.13
C: 3.8607 -0.9458 -0.8978  -0.18
C: 1.9573 -0.8731 0.5700  -0.27
C: 1.5039 -2.0645 0.0701  -0.71
C: 3.1692 -0.3935 0.1113  -0.68
C: -0.0813 2.5553 -1.2382  -0.11
C: -3.7071 -0.3219 -0.3072  -0.10
C: -2.5606 1.8895 2.2153  -0.19
O: -0.7202 2.3606 -0.0912  -0.27
O: -2.3573 0.1788 -0.3268  -0.29
Si: -1.6542 1.2063 0.6411  0.52
I: -0.2084 -2.8929 1.0002  0.85
I: 3.7889 1.5447 0.8383  0.79
H: 3.9869 -2.5093 -2.3140  0.14
H: 1.6134 -3.6175 -1.3426  0.10
H: 4.7880 -0.5936 -1.2275  0.08
H: 1.0517 2.4819 -1.1809  0.06
H: -0.6293 2.3539 -2.2125  0.07
H: 1.3360 -0.3328 1.3987  0.10
H: -4.0764 -0.3775 0.6724  0.05
H: -3.5381 -1.3437 -0.6722  0.09
H: -4.3691 0.3370 -0.8885  0.10
H: -3.1695 2.8289 1.9027  0.06
H: -3.2803 1.1985 2.6437  0.00
H: -2.0922 2.0799 3.1788  0.02

---

No. 4
Below is a molecular structure, C9H12InN2O4S, with properties calculated with ωB97M-V with the def2-TZVPD basis set.

Computed properties:
Max |F|, eV Å⁻¹: 5.0
E_HOMO, eV: -20.6
Total energy, eV: -36673.0200
Frontier orbital gap, eV: 5.5
Net charge: +3

Last column: Löwdin charge in e.
Positions of all 29 atoms, in Å:
O: 0.0129 -3.6473 0.0631  0.24
C: -0.0780 -2.5223 0.0854  0.07
In: 0.3854 0.0446 0.4571  0.82
O: -3.5327 -0.0348 -2.1610  0.13
C: -2.5501 -0.0386 -1.5865  0.04
C: 1.9031 0.0157 -1.4860  0.05
O: 2.9771 0.0549 -1.8763  0.24
C: -0.1606 2.5186 -0.0637  0.08
O: -0.0924 3.6680 -0.0558  0.22
C: -0.9805 -2.0322 5.3236  -0.05
C: 0.3758 -1.4475 5.0264  -0.19
N: 0.4362 -0.9219 3.6362  0.03
C: 1.1889 0.1664 3.3073  -0.73
S: 2.3345 0.2437 1.9738  0.85
N: 1.1332 1.2857 4.0554  0.07
C: 0.0232 1.7102 4.9369  -0.19
C: 0.5583 2.2468 6.2446  -0.05
H: -1.7965 -1.3307 5.1509  0.09
H: -1.0467 -2.3562 6.3615  0.11
H: -1.1624 -2.9169 4.7149  0.09
H: 0.6419 -0.6370 5.7029  0.11
H: 1.1310 -2.2322 5.1541  0.15
H: 0.4774 -1.6756 2.9543  0.11
H: 1.7898 2.0185 3.7479  0.16
H: -0.5999 2.4664 4.4376  0.15
H: -0.6136 0.8372 5.1040  0.11
H: 1.0830 3.1982 6.1324  0.10
H: -0.2788 2.4100 6.9198  0.11
H: 1.2500 1.5412 6.7193  0.09

---

No. 5
Below is a molecular structure, C9H12N, with properties calculated with ωB97M-V with the def2-TZVPD basis set.

Computed properties:
Max |F|, eV Å⁻¹: 4.0
Energy relative to the best compared isomer or geometry (same formula, charge and spin), eV: 1.0944
E_HOMO, eV: -13.4
Total energy, eV: -11008.7671
Frontier orbital gap, eV: 10.6
Net charge: +1

Last column: Löwdin charge in e.
Positions of all 22 atoms, in Å:
C: -2.1457 -0.0440 2.3581  -0.01
C: -1.5809 -1.3277 2.1159  -0.03
C: -1.8472 1.0856 1.5569  0.02
C: -0.6780 -1.4772 1.0992  0.00
C: -0.8875 0.9159 0.6117  -0.15
C: -0.3241 -0.3573 0.4364  -0.17
C: 0.0239 1.4866 -0.3031  -0.02
C: 2.0330 0.0394 -0.4213  0.02
C: 0.1380 -0.3900 -1.9017  0.06
N: 0.6062 0.1557 -0.5819  -0.24
H: -2.7657 0.1406 3.1962  0.10
H: -1.7329 -2.0964 2.8778  0.13
H: -2.4447 2.0097 1.5205  0.14
H: -0.2614 -2.4793 0.8896  0.14
H: -0.2295 1.9086 -1.1896  0.12
H: 0.7330 2.0805 0.2107  0.15
H: 2.5367 0.7871 -0.9548  0.09
H: 2.2760 0.0957 0.6526  0.13
H: 2.4703 -0.8827 -0.9141  0.14
H: 0.4131 0.2880 -2.7098  0.12
H: 0.5072 -1.3356 -2.1838  0.10
H: -0.9519 -0.2206 -1.6905  0.14

---

No. 6
Below is a gas-phase ion, C9H12N2 (charge +2), with properties calculated with ωB97M-V with the def2-TZVPD basis set.

Computed properties:
Max |F|, eV Å⁻¹: 6.0
Energy relative to the best compared isomer or geometry (same formula, charge and spin), eV: 5.9099
E_HOMO, eV: -16.4
Total energy, eV: -12481.5825
Frontier orbital gap, eV: 8.1
Net charge: +2

Last column: Löwdin charge in e.
Positions of all 23 atoms, in Å:
C: -3.9483 0.1993 -0.2452  0.08
N: -2.5005 0.1503 0.0025  0.11
C: -1.4726 -0.5851 0.3348  0.04
C: -0.4066 -1.5188 0.4750  -0.03
C: 0.8160 -1.0830 -0.3808  -0.05
N: 1.6866 0.0185 0.1918  -0.07
C: 3.2228 -0.1212 -0.0180  0.09
C: 1.2151 1.2926 -0.0208  -0.09
C: 0.8842 2.5965 -0.0915  0.23
C: -0.2662 1.6584 -0.0191  -0.03
C: -1.3007 0.8864 0.1264  -0.04
H: -4.2075 1.1389 -0.7767  0.14
H: -4.3774 0.1244 0.7698  0.13
H: -4.3030 -0.6808 -0.6969  0.09
H: -0.0759 -1.5416 1.5172  0.16
H: -0.7783 -2.4730 0.0057  0.18
H: 1.4907 -1.9772 -0.4839  0.17
H: 0.5993 -0.8293 -1.3958  0.15
H: 1.7401 -0.3313 1.2198  0.24
H: 3.6522 0.5758 0.5811  0.08
H: 3.5670 -1.0611 0.3052  0.10
H: 3.5241 -0.0618 -1.1049  0.15
H: 1.2392 3.6231 -0.2957  0.15

---

No. 7
Below is a single C9H12N2O molecule, with properties calculated with ωB97M-V with the def2-TZVPD basis set.

Computed properties:
Max |F|, eV Å⁻¹: 3.7
Energy relative to the best compared isomer or geometry (same formula, charge and spin), eV: 1.9554
E_HOMO, eV: -8.2
Total energy, eV: -14553.7240
Frontier orbital gap, eV: 8.9
Net charge: 0

Last column: Löwdin charge in e.
Positions of all 24 atoms, in Å:
C: -3.1439 -1.1727 -0.3227  -0.16
C: -1.7715 -1.1181 -0.3983  -0.04
C: -1.0387 0.0574 -0.0631  -0.23
N: 0.3511 0.0504 -0.0697  -0.09
C: 1.1312 -1.2432 0.0337  -0.14
C: 2.4016 -1.0518 0.7258  -0.18
O: 3.2410 -0.1175 -0.0269  -0.13
C: 2.5348 0.9961 -0.5971  -0.18
C: 1.1188 1.2619 -0.0864  -0.18
C: -1.8125 1.2199 0.2075  -0.01
C: -3.2490 1.0631 0.3543  -0.12
N: -3.9079 -0.1118 0.0832  0.02
H: -3.6645 -2.0549 -0.6672  0.10
H: -1.1663 -2.0899 -0.5041  0.11
H: 1.2907 -1.5603 -1.0425  0.15
H: 0.5073 -2.0307 0.5154  0.13
H: 2.9267 -1.9900 0.8399  0.13
H: 2.1967 -0.7184 1.6993  0.11
H: 3.1797 1.8471 -0.3136  0.13
H: 2.4405 0.8736 -1.6961  0.13
H: 0.5679 2.0616 -0.6226  0.12
H: 1.1763 1.7486 0.9301  0.13
H: -1.3969 2.2337 0.3929  0.10
H: -3.9130 1.8460 0.6281  0.08

---

No. 8
Below is a single C9H12N2O3S molecule, with properties calculated with ωB97M-V with the def2-TZVPD basis set.

Computed properties:
Max |F|, eV Å⁻¹: 1.1
Energy relative to the best compared isomer or geometry (same formula, charge and spin), eV: 2.8040
E_HOMO, eV: -8.8
Total energy, eV: -29484.0331
Frontier orbital gap, eV: 9.4
Net charge: 0

Last column: Löwdin charge in e.
Positions of all 27 atoms, in Å:
C: -2.0715 -0.8258 -1.6286  -0.10
S: -2.5156 -0.3628 0.0644  0.62
O: -3.4910 0.6856 -0.0085  -0.30
O: -2.8331 -1.5599 0.7824  -0.29
N: -1.1308 0.2782 0.7140  -0.25
C: -0.9256 1.6945 0.6548  -0.18
C: 0.0205 2.1460 -0.4805  -0.13
C: 1.4090 2.0096 -0.1271  -0.24
N: 2.5120 1.9259 0.1611  0.19
C: -0.2360 -0.5911 1.4329  -0.11
C: 1.0325 -0.8996 0.6995  -0.28
C: 2.3015 -1.1000 1.1517  -0.03
C: 3.0906 -1.3940 0.0120  -0.06
C: 2.2451 -1.3499 -1.0477  -0.12
O: 0.9916 -1.0566 -0.6443  0.00
H: -2.8223 -1.5224 -1.9780  0.07
H: -2.0741 0.0695 -2.2353  0.06
H: -1.0961 -1.2927 -1.6054  0.05
H: -1.9126 2.1277 0.4785  0.11
H: -0.5453 2.0562 1.6166  0.14
H: -0.1735 1.5595 -1.3814  0.12
H: -0.1636 3.2009 -0.7018  0.13
H: -0.8062 -1.5105 1.6055  0.12
H: 0.0211 -0.1565 2.4057  0.14
H: 2.6368 -1.0371 2.1657  0.11
H: 4.1403 -1.5993 -0.0075  0.10
H: 2.3963 -1.4954 -2.0986  0.12

---

No. 9
Below is 2 unconnected molecules or ions with the total composition C9H12N2O3S, with properties calculated with ωB97M-V with the def2-TZVPD basis set.

Computed properties:
Max |F|, eV Å⁻¹: 3.2
Energy relative to the best compared isomer or geometry (same formula, charge and spin), eV: 2.9543
E_HOMO, eV: -9.6
Total energy, eV: -29483.8828
Frontier orbital gap, eV: 10.0
Net charge: 0

Last column: Löwdin charge in e.
Positions of all 27 atoms, in Å:
C: -4.7579 -0.8805 -0.2845  -0.05
C: -3.3025 -0.8069 -0.5449  -0.28
C: -2.5758 -1.9874 -0.6865  -0.03
C: -1.1997 -1.9520 -0.9061  -0.04
C: -0.5856 -0.6915 -0.9344  -0.29
S: 1.1410 -0.6189 -1.4032  0.74
O: 1.6090 -1.9840 -1.4035  -0.31
O: 1.3425 0.3085 -2.4824  -0.29
N: 2.0150 0.2278 -0.0152  -0.03
C: 2.9971 -0.2458 0.5935  -0.43
O: 3.9350 -0.8612 0.9867  0.13
C: -1.3043 0.5027 -0.8951  -0.05
C: -2.6669 0.4236 -0.6609  -0.03
H: -5.1557 0.1284 -0.2024  0.08
H: -5.2560 -1.4204 -1.0966  0.09
H: -4.9360 -1.4200 0.6508  0.09
H: -3.0499 -2.9596 -0.6446  0.12
H: -0.5889 -2.8451 -1.0948  0.12
H: -0.7615 1.4415 -1.0816  0.13
H: -3.2211 1.3525 -0.5979  0.11
C: 4.3076 2.2333 1.8728  -0.14
N: 3.0925 1.5166 1.6802  -0.07
H: 4.3458 2.8142 2.7975  0.08
H: 5.0981 1.4874 1.8995  0.07
H: 4.4607 2.8938 1.0188  0.09
H: 2.5143 1.8876 0.9204  0.08
H: 2.5031 1.4553 2.5144  0.12